Record 1
The following is a DFT calculation (ωB97M-V with the def2-TZVPD basis set) of a cluster of 7 separate species, C66H79F6IO5 in total.

Results
LUMO level in eV: 0.132
SMILES: CCCCCCCCCCCCCCC[C@]1(CCc2ccccc2)OC(=O)O[C@@]1(I)OCCOCC.Fc1ccccc1.Fc1ccccc1.Fc1ccccc1.Fc1ccccc1.Fc1ccccc1.Fc1ccccc1
Kohn-Sham gap in eV: 9.26
Calculated total energy in eV: -104366.0383
Spin multiplicity: 1
HOMO level in eV: -9.1

Atoms and positions in Å:
H (4.748, 6.816, 4.418)
C (-3.199, 4.958, -6.369)
C (-0.759, 4.435, -1.323)
H (-3.813, -5.356, -2.063)
C (1.713, 1.872, 5.593)
C (3.682, 2.183, 4.244)
C (6.514, 4.396, 5.936)
H (-3.147, 5.800, -9.649)
C (-2.015, -0.213, 6.303)
O (-2.225, -3.743, -1.351)
C (6.621, 7.092, 5.431)
H (6.663, 8.154, 5.231)
H (0.062, -3.555, -0.041)
C (-8.471, -0.149, 0.216)
F (-2.322, -7.472, -2.291)
C (2.534, 2.922, -0.904)
H (7.386, 0.772, -0.805)
H (0.648, -4.329, -1.540)
C (-7.303, -1.996, 1.188)
C (-3.178, -0.603, 6.934)
H (-3.742, -9.614, -2.416)
C (8.557, -5.349, 1.082)
H (1.853, 2.425, -0.207)
C (5.547, 6.341, 4.973)
H (-0.361, 5.011, -0.484)
H (-1.395, -5.609, -1.778)
C (10.082, -5.850, -0.713)
H (5.329, 1.796, 0.092)
H (-0.076, -2.903, 6.834)
C (-4.501, 0.401, -1.985)
H (-5.363, 2.237, -1.468)
H (0.937, 1.837, 2.283)
H (1.760, 4.937, -0.776)
H (-10.606, -0.152, 0.451)
C (1.831, 4.140, -1.517)
C (0.936, 1.784, 4.444)
H (-4.405, 4.399, -8.045)
H (-1.479, 2.438, -1.083)
H (2.160, 1.386, -2.350)
H (-3.406, 4.705, -1.374)
C (-3.122, -2.745, -3.344)
C (-5.952, -0.227, 0.013)
C (9.196, -5.294, -1.625)
C (-9.679, -0.671, 0.658)
C (0.022, -4.454, -0.656)
H (7.278, -4.330, -1.887)
H (-2.722, 2.396, -2.906)
H (9.446, -5.268, -2.677)
C (-1.784, 6.538, -8.166)
F (-1.976, 1.004, 5.714)
F (6.458, 3.067, 6.185)
H (-2.831, -2.390, -4.334)
C (7.593, 5.116, 6.406)
H (-8.471, 0.785, -0.335)
C (3.083, 2.073, 5.491)
H (-4.120, -2.179, 8.031)
C (-3.234, 3.639, -1.203)
C (2.887, 2.095, 3.120)
C (6.419, 0.332, -1.056)
H (3.556, 2.424, -2.749)
H (7.234, -1.329, -0.007)
C (-1.783, 3.428, -0.754)
H (-3.923, 3.594, -3.246)
H (2.452, 4.498, -2.343)
H (0.473, -5.265, -0.077)
H (-1.864, -5.302, -0.114)
C (-5.742, -6.327, -2.090)
H (6.476, 0.077, -2.121)
H (3.781, -1.914, -0.034)
C (-3.860, -0.477, -3.078)
C (5.488, 4.977, 5.221)
C (-1.879, -3.155, -2.588)
C (-2.103, -2.681, 7.502)
H (3.694, 2.145, 6.382)
C (-5.824, -0.224, -1.510)
H (-3.775, -3.610, -3.463)
H (8.286, -5.353, 2.129)
H (4.060, -2.562, 1.565)
H (-0.129, 1.627, 4.522)
C (-2.859, 5.779, -8.607)
O (-3.435, 0.321, -1.017)
C (-2.127, 5.724, -5.959)
C (4.045, -1.637, 0.989)
C (0.429, 3.769, -2.055)
C (-2.271, 0.090, -1.671)
H (-6.632, 0.380, -1.925)
C (7.693, -4.805, 0.153)
H (-6.381, -2.526, 1.397)
H (-6.295, -5.400, -2.004)
H (3.381, 3.274, -0.309)
H (-1.230, 7.150, -8.865)
C (3.026, 1.914, -1.939)
H (8.373, 4.616, 6.965)
H (6.001, -1.452, 1.795)
C (9.760, -5.877, 0.637)
H (-8.520, -3.447, 2.199)
H (-5.132, -0.772, 0.477)
C (-7.267, -0.801, 0.475)
C (-3.613, 2.866, -2.495)
F (3.461, 2.204, 1.904)
H (5.309, 0.098, 1.392)
C (-6.419, -7.537, -2.160)
H (-1.248, 5.137, -1.996)
C (-3.216, -1.853, 7.535)
C (5.317, 1.381, -0.917)
C (-8.509, -2.523, 1.633)
H (4.749, 2.324, 4.137)
C (-5.706, -8.722, -2.275)
C (-1.410, 6.518, -6.830)
H (10.448, -6.312, 1.350)
H (5.566, 2.214, -1.584)
H (-6.229, -9.667, -2.328)
H (-4.031, 0.062, 6.951)
H (0.374, 4.017, -3.118)
C (7.641, 6.478, 6.144)
H (-5.445, 1.924, -3.182)
H (11.023, -6.261, -1.054)
H (-0.004, -0.670, 5.741)
H (-3.728, 4.347, -5.651)
F (-1.771, 5.695, -4.659)
C (-0.946, -2.260, 6.861)
H (3.234, -1.008, 1.358)
C (-4.780, 1.874, -2.321)
C (-0.893, -1.015, 6.250)
H (-0.578, 7.104, -6.463)
C (5.413, -0.927, 1.039)
H (0.332, 2.683, -1.988)
H (5.828, -1.763, -0.928)
H (4.664, 4.372, 4.873)
C (-1.410, -4.848, -0.997)
H (-7.499, -7.556, -2.126)
H (-5.949, -1.234, -1.896)
H (-1.310, -3.842, -3.228)
H (-10.639, -2.263, 1.739)
C (-9.702, -1.860, 1.377)
C (1.522, 1.899, 3.191)
C (3.921, 0.857, -1.279)
H (-2.137, -3.654, 7.973)
H (-5.881, 0.806, 0.372)
O (-3.882, -1.768, -2.626)
O (-2.497, -0.018, -3.018)
C (6.228, -0.990, -0.270)
H (3.413, 0.576, -0.352)
H (3.992, -0.042, -1.895)
I (-4.706, -0.309, -5.029)
C (-3.565, 4.991, -7.707)
C (7.987, -4.766, -1.195)
O (-1.209, -0.012, -1.156)
H (-3.917, 3.358, -0.397)
C (-3.675, -7.486, -2.247)
F (6.522, -4.290, 0.575)
H (8.480, 7.060, 6.500)
C (-4.355, -6.289, -2.130)
H (-1.721, 3.397, 0.336)
C (-4.319, -8.704, -2.322)
H (-1.238, -2.285, -2.413)
H (1.249, 1.785, 6.567)

=====

Record 2
The following is a DFT calculation (ωB97M-V with the def2-TZVPD basis set) of a cluster of 11 separate species, C66H81N15O20P2 in total.

Results
LUMO level (alpha / beta) in eV: 0.095 / 0.095
Kohn-Sham gap (alpha / beta) in eV: 1.61 / 5.12
Calculated total energy in eV: -151610.7258
Spin multiplicity: 2
HOMO level (alpha / beta) in eV: -1.5 / -5.0
Total charge: -1

Atoms and positions in Å:
H (-0.214, -0.129, 3.503)
C (4.126, -5.249, -3.153)
C (1.676, -3.250, 4.780)
H (3.205, -2.750, 3.422)
C (3.632, -4.014, -2.668)
N (4.291, -2.291, 0.565)
H (5.611, 3.985, 0.906)
H (-8.840, 3.885, 0.948)
C (5.126, 5.001, 3.964)
C (6.149, 1.092, -3.196)
H (-2.123, -6.684, 4.151)
H (3.771, 3.901, -4.477)
H (1.928, -2.603, -2.844)
C (-4.655, 6.674, 2.432)
O (-8.069, 5.801, 3.235)
H (-2.049, -1.905, 2.043)
H (-0.071, -3.599, 6.046)
C (4.163, 2.434, -2.918)
H (-0.131, 3.876, 4.372)
O (-3.514, -6.010, 0.147)
C (-3.707, -3.680, -4.164)
N (-3.146, -3.663, 1.456)
C (-0.036, -4.101, 0.239)
H (-0.705, -5.050, -2.119)
N (7.597, 1.448, -5.188)
H (5.361, 2.796, 5.605)
N (0.245, -3.964, -4.375)
H (-0.418, -6.900, 0.963)
C (5.531, 0.413, 2.841)
N (4.271, 3.766, 3.971)
H (5.085, -5.663, -2.879)
H (7.075, 0.255, 4.248)
C (-1.106, 0.655, 0.311)
O (-3.325, 0.997, 0.863)
N (-0.663, -1.365, -8.333)
H (-6.756, 5.389, -2.393)
C (1.604, -4.380, -3.869)
C (0.893, -0.053, -1.509)
C (0.030, -0.782, -7.214)
C (5.769, -2.296, 2.521)
H (5.663, 3.209, -5.814)
C (1.328, -1.125, -6.872)
N (1.690, 4.581, 3.375)
C (-3.343, 6.241, 2.593)
H (5.003, 2.560, 1.474)
C (0.377, -0.951, 3.879)
H (1.943, 5.261, 0.670)
H (2.159, 6.624, 2.909)
H (0.991, 6.355, 4.250)
H (-2.179, 4.423, 2.977)
C (6.408, -0.343, 3.646)
H (-1.506, -3.382, 2.913)
H (3.113, 4.762, -0.614)
O (-1.812, -0.982, -8.599)
O (2.479, 2.109, 2.895)
P (2.937, 3.511, 2.887)
C (-4.251, 3.981, 3.073)
C (6.399, 1.756, -4.420)
H (2.094, -4.142, 5.224)
H (-8.522, 5.625, -0.745)
C (5.038, 1.416, -2.481)
C (2.064, -5.596, -4.284)
C (-4.987, -1.786, -2.583)
C (-6.035, 3.505, -1.578)
O (-4.328, 0.806, -2.824)
H (4.502, 2.901, -0.137)
H (4.311, -3.398, -2.097)
C (-0.568, 0.299, -6.551)
H (2.177, 1.260, -0.419)
C (4.402, 3.080, -4.171)
H (0.598, 1.883, 1.196)
C (-6.158, 2.486, -0.625)
C (-2.353, -2.864, 2.463)
O (-2.423, -0.745, 4.645)
P (-2.561, -5.143, 0.794)
H (-3.264, -4.411, -4.824)
H (1.499, -6.220, -4.960)
C (1.967, -0.557, -5.780)
H (-2.704, -1.899, -5.041)
C (0.387, -3.033, 5.249)
H (-1.484, -3.474, -1.902)
H (3.899, 3.712, 5.974)
C (-3.397, -2.294, -4.313)
N (-2.168, 0.983, 1.258)
H (-2.963, -2.579, 3.320)
C (-1.420, -0.259, -0.763)
H (0.086, 3.404, 2.720)
H (-0.160, -3.237, 0.891)
H (-0.447, 1.610, -4.817)
H (-5.237, 3.441, -2.303)
H (4.218, 0.515, 1.292)
H (1.768, -1.953, -7.407)
H (4.855, 0.819, -1.600)
H (0.521, -4.826, 0.833)
C (4.346, 3.010, 5.270)
O (7.816, 2.049, -6.206)
H (-6.178, -3.366, -1.884)
O (-6.850, 0.519, 1.124)
H (-0.345, 5.039, 3.002)
H (2.896, -0.972, -5.417)
O (-1.824, 1.358, 2.349)
H (4.603, 5.759, 4.547)
C (-6.891, 4.605, -1.663)
O (-0.028, -2.145, -9.097)
C (-0.916, -7.139, 1.903)
C (4.709, 3.380, 0.820)
O (-7.304, 7.581, 2.256)
O (-0.566, -4.774, -4.732)
O (0.033, -2.748, -4.461)
H (0.557, -3.856, -0.642)
H (-1.537, -8.032, 1.844)
C (1.172, 0.869, -0.477)
C (-7.894, 4.746, -0.766)
H (-5.140, -3.785, 0.767)
H (-4.906, -5.080, -3.008)
H (1.997, 3.582, 0.189)
H (-2.505, -4.805, -1.896)
C (1.708, -1.241, 3.451)
H (-3.568, -6.094, 3.263)
H (2.153, -0.593, 2.710)
N (-3.593, 0.087, -3.439)
O (3.740, -1.634, -0.288)
N (-1.307, -4.630, -0.184)
C (6.512, -1.686, 3.499)
H (5.282, 5.354, 2.944)
H (-3.994, 2.976, 3.376)
C (3.257, -6.030, -3.916)
H (-1.564, 0.629, -6.806)
C (1.289, 0.441, -5.028)
H (-5.592, 1.573, -0.734)
H (-4.158, -2.595, -0.014)
C (-0.433, -0.511, -1.673)
C (-1.498, -4.519, -1.593)
C (2.355, -3.586, -2.977)
H (3.340, 2.626, -2.246)
H (-4.757, -2.313, 1.675)
C (4.822, -0.182, 1.853)
H (7.314, -2.138, 4.064)
C (-5.502, 4.487, 3.094)
C (-2.501, -5.953, 3.436)
O (4.177, -3.525, 0.656)
C (2.607, 4.477, 0.308)
H (-2.526, 6.921, 2.400)
N (-1.698, -1.489, 5.303)
C (0.254, 4.227, 3.414)
H (5.464, 1.484, 2.961)
C (1.920, 6.023, 3.787)
C (-4.022, -1.336, -3.466)
N (-7.418, 1.599, 1.280)
H (-0.628, -1.228, -2.456)
H (-4.803, 7.665, 2.028)
O (-8.135, 1.781, 2.248)
H (3.787, 2.076, 5.203)
C (-8.066, 3.795, 0.201)
N (3.535, 4.076, 1.374)
C (0.072, 0.921, -5.467)
H (3.633, -6.968, -4.297)
H (-2.384, -0.730, -0.886)
H (5.952, -3.357, 2.438)
C (-5.328, -3.084, -2.489)
C (-0.308, -1.831, 4.796)
C (-7.188, 2.720, 0.309)
C (5.013, -1.555, 1.606)
C (-4.370, -3.038, 0.959)
C (-4.698, -4.048, -3.249)
H (1.646, -0.308, -2.239)
H (2.669, 6.100, 4.575)
C (-3.171, 4.841, 2.892)
H (-0.287, -7.131, 2.794)
N (-7.140, 6.481, 2.716)
C (5.534, 2.716, -4.862)
C (0.202, 1.253, 0.414)
O (-2.580, 0.520, -3.920)
C (2.320, -2.405, 3.937)
N (-1.828, -5.966, 2.119)
H (-6.313, 3.859, 3.433)
C (-5.754, 5.834, 2.706)
H (-2.260, -5.010, 3.926)
O (-2.049, -1.986, 6.373)
H (6.065, 4.816, 4.486)
H (-5.458, -1.029, -1.973)
O (8.349, 0.568, -4.837)
H (6.745, 0.282, -2.803)
H (1.699, 0.812, -4.101)

=====

Question: The lowest calculated total energy belongs to which entry?
Answer: C66H81N15O20P2

=====

Question: Which of these has the highest calculated total energy?
Answer: C66H79F6IO5

=====

Question: The lowest calculated total energy belongs to which entry?
Answer: C66H81N15O20P2